Record 1
2 unconnected molecules or ions with the total composition C5H12N2O, computed with wB97M-V/def2-TZVPD.

energy above the lowest of the compared OMol25 structures with the same formula, charge and spin	66.7	kcal/mol
SMILES	C/C(O)=C\N.[H]/N=C\C
frontier orbital gap	8.247	eV
calculated total energy	-10405.5328	eV
HOMO level	-7.43	eV

ORCA input file:
```
! RIJCOSX wB97M-V def2-TZVPD def2/J DEFGRID3
* xyz 0 1
C 0.35723 1.52243 1.72734
C 0.78474 1.13554 0.35115
N -1.34671 1.56287 -0.76174
C -0.06119 0.98227 -0.70821
O 2.14714 1.02215 0.21340
H 2.36970 0.93477 -0.72102
H -1.92939 1.08918 -1.44298
H -1.81043 1.46140 0.13575
H 0.37103 0.81678 -1.69036
H 0.18583 2.59821 1.78484
H 1.13969 1.24542 2.42966
H -0.57289 1.00768 1.97958
C 0.56915 -2.22528 -0.43918
C -0.63185 -1.38656 -0.09997
N -1.76032 -1.36760 -0.70011
H -1.78963 -2.01372 -1.49168
H -0.64011 -1.08972 0.96831
H 0.57985 -2.47602 -1.49998
H 0.55949 -3.14077 0.15219
H 1.47866 -1.67902 -0.18698
*
```

***

Record 2
A single C5H12N2O molecule, computed with wB97M-V/def2-TZVPD.

energy above the lowest of the compared OMol25 structures with the same formula, charge and spin	59.5	kcal/mol
SMILES	CC[C@@H](N)CNC=O
frontier orbital gap	10.089	eV
calculated total energy	-10405.8439	eV
HOMO level	-9.08	eV

ORCA input file:
```
! RIJCOSX wB97M-V def2-TZVPD def2/J DEFGRID3
* xyz 0 1
C 0.41837 0.57104 -1.09840
N -0.17840 1.84669 -0.64191
C -1.49089 1.87648 -0.06723
O -2.31023 1.04380 0.14521
C 0.87099 -0.26377 0.11228
C -0.08500 -1.45393 0.28351
C 0.11141 -2.31606 1.44660
N 2.24799 -0.75889 -0.27607
H -0.25332 0.01257 -1.72010
H 1.24104 0.66423 -1.88709
H 0.37818 2.68862 -0.86967
H -1.69218 2.99737 0.30363
H 1.01124 0.32418 1.10283
H 0.00034 -1.98973 -0.85542
H -1.17412 -1.07390 0.26043
H -0.80089 -2.25032 2.04764
H 1.02833 -1.94651 2.04668
H 0.17057 -3.30137 1.16825
H 2.27966 -1.59830 -0.89472
H 2.85648 -0.97445 0.50111
*
```

***

Record 3
2 unconnected molecules or ions with the total composition C5H12N2O, computed with wB97M-V/def2-TZVPD.

energy above the lowest of the compared OMol25 structures with the same formula, charge and spin	70.4	kcal/mol
SMILES	C/C=N\C.C/N=C/O
frontier orbital gap	9.955	eV
calculated total energy	-10405.3715	eV
HOMO level	-8.94	eV

ORCA input file:
```
! RIJCOSX wB97M-V def2-TZVPD def2/J DEFGRID3
* xyz 0 1
C -1.86687 -1.32044 -1.49507
C -1.38171 0.74073 -0.57991
O -1.83106 1.65836 0.30931
N -1.65173 -0.50481 -0.30740
H -2.06144 1.16707 1.11447
H -1.25526 1.19110 -1.57840
H -1.30056 -0.97915 -2.37271
H -2.92886 -1.34586 -1.76546
H -1.55423 -2.34661 -1.27905
C 1.35861 1.72486 0.87171
C 1.56860 -1.18795 1.06624
C 1.37378 -0.40632 -0.19393
N 1.14793 0.86474 -0.28291
H 1.30612 -0.98718 -1.12316
H 0.96349 2.71726 0.63847
H 2.42148 1.82642 1.10533
H 0.82186 1.36840 1.75509
H 1.34014 -2.23820 0.86847
H 0.91752 -0.83191 1.86571
H 2.61221 -1.11050 1.38318
*
```

***

Record 4
A molecular structure, C5H12N2O, computed with wB97M-V/def2-TZVPD.

energy above the lowest of the compared OMol25 structures with the same formula, charge and spin	139.7	kcal/mol
frontier orbital gap	7.252	eV
calculated total energy	-10402.3674	eV
HOMO level	-6.58	eV

ORCA input file:
```
! RIJCOSX wB97M-V def2-TZVPD def2/J DEFGRID3
* xyz 0 1
C 0.84801 -0.88557 -0.13807
C -0.17601 -0.56099 -1.07020
C 0.04202 -1.59890 2.56554
N 0.06499 1.85564 -0.68309
N -0.09557 -0.59249 1.51529
C -0.47735 0.80202 -1.47808
C -1.36319 1.11089 -2.44330
O 1.48449 2.03364 -0.90208
H 1.87363 1.94817 -0.02179
H -0.34953 2.73884 -0.96693
H -0.02544 0.36306 1.85252
H 1.67437 -0.22115 0.08290
H 1.13143 -1.93143 -0.10708
H -0.43812 -1.30955 -1.80947
H -0.94893 -0.62314 0.79120
H 1.01369 -1.50355 3.05220
H -0.00910 -2.58396 2.10177
H -0.74408 -1.51767 3.32135
H -1.88960 0.34154 -2.98581
H -1.61572 2.13462 -2.67690
*
```

***

Record 5
2 unconnected molecules or ions with the total composition C5H12N2O, computed with wB97M-V/def2-TZVPD.

energy above the lowest of the compared OMol25 structures with the same formula, charge and spin	93.7	kcal/mol
SMILES	C/C=[NH+]/[O-].C/C=C\N
frontier orbital gap	8.572	eV
calculated total energy	-10404.3597	eV
HOMO level	-7.77	eV

ORCA input file:
```
! RIJCOSX wB97M-V def2-TZVPD def2/J DEFGRID3
* xyz 0 1
C -1.84801 0.44687 -0.03654
C -1.41015 1.84689 0.14384
N -1.66249 -0.44073 0.90001
O -1.74381 -1.67928 0.59091
H -1.70891 -0.15742 1.89135
H -2.20870 0.10588 -0.99514
H -0.41571 1.98444 -0.28476
H -1.35335 2.10517 1.19721
H -2.08383 2.53070 -0.36324
C 0.99484 -0.52980 -1.70223
N 1.29778 -1.55457 1.14656
C 1.74731 -0.32858 0.69765
C 1.70118 0.12935 -0.55696
H 1.14253 -1.63296 2.13757
H 0.57331 -1.99937 0.59953
H 2.31877 0.21876 1.43667
H 2.21156 1.05442 -0.77742
H 0.49292 0.21154 -2.32393
H 1.70420 -1.06378 -2.33627
H 0.25056 -1.24753 -1.36478
*
```

***

Record 6
2 unconnected molecules or ions with the total composition C5H12N2O, computed with wB97M-V/def2-TZVPD.

energy above the lowest of the compared OMol25 structures with the same formula, charge and spin	80.7	kcal/mol
frontier orbital gap	8.604	eV
calculated total energy	-10404.9247	eV
HOMO level	-7.67	eV

ORCA input file:
```
! RIJCOSX wB97M-V def2-TZVPD def2/J DEFGRID3
* xyz 0 1
C 1.51868 0.30318 -2.11687
C 1.07000 -0.45401 0.06690
O 1.68947 0.46063 -0.71214
N 1.25155 -0.27773 1.37716
H 0.94728 -1.09546 1.89335
H 0.96367 -1.45327 -0.35250
H 1.74989 -0.71889 -2.43429
H 2.21250 0.99552 -2.58757
H 0.49417 0.54921 -2.40601
C -1.62212 -1.21821 0.74103
N -0.63095 1.46211 1.58580
C -0.98756 1.20680 0.33539
C -1.13695 -0.09994 -0.14720
H 0.57858 0.61093 1.72019
H -0.42561 2.44788 1.72233
H -0.98356 2.00563 -0.41191
H -1.40706 -0.18756 -1.19515
H -1.53448 -0.94615 1.79258
H -2.67522 -1.43624 0.54243
H -1.07228 -2.15442 0.58650
*
```

***

Record 7
A single C5H12N2O molecule, computed with wB97M-V/def2-TZVPD.

energy above the lowest of the compared OMol25 structures with the same formula, charge and spin	57.3	kcal/mol
SMILES	C[C@H](C=O)NCCN
frontier orbital gap	9.106	eV
calculated total energy	-10405.9400	eV
HOMO level	-8.22	eV

ORCA input file:
```
! RIJCOSX wB97M-V def2-TZVPD def2/J DEFGRID3
* xyz 0 1
N -0.02272 2.43402 -2.21852
C 0.84919 1.98026 -1.11096
C 0.06574 1.48561 0.16621
N 0.29045 0.09977 0.49241
C -1.83474 -0.98718 1.18850
C -0.58608 -0.99784 0.27520
C 0.20884 -2.25521 0.71885
O 1.40937 -2.31608 0.64630
H -0.92638 2.75186 -1.88698
H -0.21213 1.58964 -2.74227
H 1.59559 1.22185 -1.32566
H 1.37017 2.87916 -0.78411
H 0.44677 2.08399 1.00482
H -0.98760 1.73864 0.06573
H 1.26131 -0.14357 0.64459
H -2.54586 -0.25030 0.82037
H -2.24357 -1.99036 1.27733
H -1.55400 -0.72450 2.21131
H -0.88797 -1.17485 -0.77244
H -0.30001 -3.05580 1.29472
*
```

***

Record 8
A molecular structure, C5H12N2O, computed with wB97M-V/def2-TZVPD.

energy above the lowest of the compared OMol25 structures with the same formula, charge and spin	88.8	kcal/mol
frontier orbital gap	8.020	eV
calculated total energy	-10404.5715	eV
HOMO level	-8.34	eV

ORCA input file:
```
! RIJCOSX wB97M-V def2-TZVPD def2/J DEFGRID3
* xyz 0 1
C 0.35687 -1.90720 1.24690
O -0.01308 -0.80925 2.01349
H -1.23192 -0.12012 1.11867
H -0.37675 -2.71858 1.32601
H 1.35181 -2.28556 1.52381
H 0.41210 -1.61016 0.17796
C 1.11657 1.21066 0.52521
C 0.58604 0.84997 -0.73666
C -0.84751 0.47184 -0.92515
N -1.10827 -0.05569 -2.06459
C -1.71766 0.53758 0.26356
N 1.35973 0.61136 -1.79509
H 0.90833 0.09918 -2.54893
H -2.08483 -0.31642 -2.17317
H 2.36296 0.64197 -1.72962
H 0.62914 0.24156 1.44973
H 0.56453 1.99463 1.03288
H 2.18564 1.39099 0.55543
H -1.71422 1.53437 0.70641
H -2.73948 0.23887 0.03313
*
```

***

Record 9
A single C5H12N2O molecule, computed with wB97M-V/def2-TZVPD.

energy above the lowest of the compared OMol25 structures with the same formula, charge and spin	31.4	kcal/mol
SMILES	C[C@@H](N)C(=O)N(C)C
frontier orbital gap	9.700	eV
calculated total energy	-10407.0606	eV
HOMO level	-8.87	eV

ORCA input file:
```
! RIJCOSX wB97M-V def2-TZVPD def2/J DEFGRID3
* xyz 0 1
N 2.51788 0.86323 -0.34348
C 1.40187 -0.03267 -0.26447
C 0.94756 -0.38627 -1.66839
C 0.25164 0.59821 0.59565
N -0.95310 -0.03163 0.67498
C -1.16105 -1.43314 0.29938
C -2.09149 0.70729 1.16656
O 0.42997 1.66638 1.16630
H 2.96965 1.04212 0.53895
H 2.32451 1.69438 -0.88289
H 1.72856 -0.85982 0.36666
H 1.40451 0.35948 -2.32178
H -0.13374 -0.25091 -1.77184
H 1.21056 -1.38554 -2.01109
H -0.85436 -1.66097 -0.71735
H -2.21764 -1.65903 0.25657
H -0.66674 -2.05698 1.04175
H -1.78512 1.32669 2.01105
H -2.42608 1.45267 0.43590
H -2.89738 0.04654 1.42756
*
```

***

Record 10
A molecular structure, C5H12N2O, computed with wB97M-V/def2-TZVPD.

energy above the lowest of the compared OMol25 structures with the same formula, charge and spin	151.6	kcal/mol
frontier orbital gap	9.802	eV
calculated total energy	-10401.8500	eV
HOMO level	-8.91	eV

ORCA input file:
```
! RIJCOSX wB97M-V def2-TZVPD def2/J DEFGRID3
* xyz 0 1
C 2.25391 0.44390 0.76902
C 1.13713 1.11088 -0.08603
C -0.05102 0.36601 -0.33594
C -0.66667 -0.34540 0.75847
C -0.19643 -1.04645 -0.42860
H 3.12363 1.17570 0.85085
H 2.77931 -0.57068 0.46953
H 1.75412 0.38076 1.78245
H 0.69042 2.01287 0.33142
H 1.72186 1.81805 -1.14657
H -1.61154 0.40282 -1.58828
H -0.38156 -0.44872 1.89318
H -2.07428 1.05542 0.20643
H -2.20942 0.26224 1.62212
H 0.65508 -1.69254 -0.08177
H -1.91712 -1.89106 -1.25012
H -0.76507 -2.43602 -1.97288
N -2.21067 -0.06446 0.64111
N -0.94627 -1.63021 -1.35559
O -1.08541 1.09689 -1.07880
*
```

***

Record 11
A single C5H12N2O molecule, computed with wB97M-V/def2-TZVPD.

energy above the lowest of the compared OMol25 structures with the same formula, charge and spin	26.2	kcal/mol
SMILES	CCCNC(=O)CN
frontier orbital gap	10.081	eV
calculated total energy	-10407.2871	eV
HOMO level	-9.08	eV

ORCA input file:
```
! RIJCOSX wB97M-V def2-TZVPD def2/J DEFGRID3
* xyz 0 1
N -1.64596 -0.67067 2.65972
C -0.27077 -0.72107 2.21585
C 0.02406 0.57426 1.53054
N 0.72900 0.65863 0.36874
C 0.87154 -0.36777 -0.64366
C -0.12788 -0.19774 -1.81254
C 0.39346 0.81278 -2.86023
O -0.20663 1.62713 2.12531
H -1.93518 -1.54628 3.07711
H -1.90758 0.18297 3.11289
H -0.13585 -1.57967 1.55426
H 0.49587 -0.87144 2.98587
H 0.98697 1.59209 0.13687
H 0.69166 -1.35293 -0.21833
H 1.88680 -0.33616 -1.04481
H -0.18097 -1.17571 -2.29321
H -1.07458 0.16194 -1.41899
H 1.10658 1.51381 -2.43962
H 0.74860 0.31601 -3.76035
H -0.44911 1.37982 -3.27544
*
```

***

Record 12
3 unconnected molecules or ions with the total composition C5H12N2O, computed with wB97M-V/def2-TZVPD.

energy above the lowest of the compared OMol25 structures with the same formula, charge and spin	133.0	kcal/mol
frontier orbital gap (alpha / beta)	5.794 / 5.912	eV
calculated total energy	-10393.5355	eV
HOMO level (alpha / beta)	-13.60 / -13.60	eV
expectation value of S²	0.802

ORCA input file:
```
! RIJCOSX wB97M-V def2-TZVPD def2/J DEFGRID3
* xyz 1 2
O -0.83776 -0.98095 2.56945
C -0.10717 -1.37983 1.73214
C -0.50774 -1.66538 0.31671
C -0.09447 1.73998 0.76848
C 1.13476 2.22132 0.71186
C -0.62308 0.89344 -2.36257
N 0.71273 0.40742 -2.22377
N 0.40554 -1.77342 -0.62336
H 0.96497 -1.56635 1.88632
H -1.54641 -1.91391 0.06071
H -0.96519 2.35937 0.95288
H -0.28909 0.67069 0.77446
H 1.33540 3.25748 0.95395
H 1.92803 1.63537 0.27797
H -1.32793 0.09051 -2.07790
H -0.81163 1.65773 -1.59773
H -0.90066 1.22251 -3.36516
H 1.12696 0.28424 -3.14687
H 0.77080 -0.95393 -1.22807
H 0.69727 -2.70312 -0.91841
*
```

***

| no. | maximum force (hartree/bohr) |
| --- | --- |
| 1 | 0.050 |
| 2 | 0.102 |
| 3 | 0.082 |
| 4 | 0.059 |
| 5 | 0.048 |
| 6 | 0.013 |
| 7 | 0.048 |
| 8 | 0.041 |
| 9 | 0.029 |
| 10 | 0.142 |
| 11 | 0.044 |
| 12 | 0.032 |